[1]
Below is a molecular structure, C17H22N4OSSiSn in a non-equilibrium geometry, with properties calculated with ωB97M-V/def2-TZVPD.

Atoms and positions in Å:
Sn (-0.721, 0.171, -1.288)
S (2.171, 0.647, -0.862)
C (2.419, 2.314, -1.165)
C (2.088, 3.110, -0.110)
C (1.401, 2.418, 0.984)
C (1.361, 1.061, 0.743)
C (0.629, 0.006, 1.507)
C (0.939, -0.297, 2.790)
C (0.240, -1.329, 3.420)
C (-0.730, -1.999, 2.673)
C (-1.071, -1.508, 1.441)
N (-0.336, -0.539, 0.840)
H (2.644, 2.654, -2.226)
H (2.195, 4.186, -0.021)
H (1.801, 0.176, 3.205)
H (0.448, -1.564, 4.440)
H (-1.331, -2.791, 3.143)
H (-1.949, -1.932, 0.870)
C (0.029, 4.823, 2.023)
Si (0.684, 3.130, 2.602)
C (-0.792, 2.270, 3.269)
C (1.899, 3.197, 3.969)
H (-0.626, 5.393, 2.674)
H (-0.533, 4.707, 1.094)
H (0.902, 5.465, 1.757)
H (-0.924, 1.207, 3.443)
H (-1.545, 2.547, 2.562)
H (-0.974, 2.758, 4.234)
H (1.570, 3.760, 4.856)
H (2.773, 3.746, 3.586)
H (2.265, 2.258, 4.328)
C (-0.229, -4.730, -2.039)
N (-0.808, -3.783, -2.983)
C (-1.062, -4.169, -4.266)
C (-1.399, -3.294, -5.224)
C (-1.512, -1.908, -4.847)
N (-1.271, -1.530, -3.598)
C (-0.981, -2.460, -2.632)
O (-0.727, -2.049, -1.445)
N (-1.898, -1.049, -5.706)
H (-0.744, -4.888, -1.133)
H (0.722, -4.412, -1.631)
H (-0.037, -5.531, -2.585)
H (-1.083, -5.221, -4.412)
H (-1.562, -3.645, -6.231)
H (-2.476, -1.314, -6.553)
H (-1.859, -0.063, -5.494)

Its charge is +2. The energy comes out at -50525.29312 eV. Its gap between HOMO and LUMO is 8.07 eV. Its largest force on an atom is 4.7 eV/A. For the HOMO energy, the calculation gives -0.55108 Ha.

Here are the Mulliken charges for atoms 1 to 8, given in e: 0.89 -0.04 -0.43 -0.32 0.17 -0.97 1.49 -0.56

***

[2]
Below is a single C3H7N3 molecule in a non-equilibrium geometry, with properties calculated with ωB97M-V/def2-TZVPD.

Atoms and positions in Å:
H (-1.109, 1.870, -1.146)
N (-0.322, 1.456, -1.668)
C (0.189, 0.596, -0.904)
C (1.526, -0.047, -1.095)
N (-0.449, 0.296, 0.319)
N (-0.146, -0.707, 1.107)
C (-1.003, -1.089, 1.956)
H (2.210, 0.815, -0.734)
H (1.649, -0.996, -0.530)
H (1.640, -0.237, -2.244)
H (-1.440, 0.596, 0.268)
H (-0.732, -1.836, 2.659)
H (-2.012, -0.717, 2.011)

The energy comes out at -7692.96058 eV. Its gap between HOMO and LUMO is 9.88 eV. The value obtained for the energy above the lowest of the compared OMol25 structures with the same formula, charge and spin is 165.83 kJ/mol. Its largest force on an atom is 2.7 eV/A. As for the SMILES: [H]/N=C(/C)NN=C. For the HOMO energy, the calculation gives -0.32775 Ha.

Here are the Mulliken charges for atoms 1 to 8, given in e: 0.20 -0.65 0.42 -0.72 0.09 -0.53 -0.35 0.19

***

[3]
Below is a single CH4NO3P molecule in a non-equilibrium geometry, with properties calculated with ωB97M-V/def2-TZVPD.

Atoms and positions in Å:
C (0.253, -1.337, -0.051)
N (-0.870, 1.558, 0.154)
O (-2.941, -0.346, 0.080)
O (-0.490, -0.759, 0.973)
O (-0.563, -0.986, -1.096)
P (-1.508, -0.028, -0.045)
H (1.281, -0.997, -0.173)
H (0.226, -2.403, 0.092)
H (-1.436, 2.292, -0.195)
H (-0.213, 1.902, 0.846)

The energy comes out at -18024.56049 eV. Its gap between HOMO and LUMO is 11.23 eV. The value obtained for the energy above the lowest of the compared OMol25 structures with the same formula, charge and spin is 24.83 kJ/mol. Its largest force on an atom is 3.4 eV/A. For the HOMO energy, the calculation gives -0.39549 Ha.

Here are the Mulliken charges for atoms 1 to 8, given in e: 0.03 -0.44 -0.55 -0.44 -0.43 0.92 0.22 0.21

***

[4]
Below is a molecular structure, C5H8O in a non-equilibrium geometry, with properties calculated with ωB97M-V/def2-TZVPD.

Atoms and positions in Å:
C (1.174, -0.709, 0.690)
C (1.332, 0.707, 0.190)
C (0.040, -0.040, -0.053)
C (-0.767, -0.399, -1.287)
O (-2.100, -0.106, -0.645)
C (-1.373, 0.358, 0.484)
H (1.805, -1.479, 0.237)
H (1.026, -0.859, 1.758)
H (1.285, 1.514, 0.922)
H (2.069, 0.893, -0.597)
H (-0.622, 0.278, -2.133)
H (-0.799, -1.453, -1.532)
H (-1.418, 1.445, 0.557)
H (-1.653, -0.150, 1.409)

The energy comes out at -7359.66029 eV. Its gap between HOMO and LUMO is 10.56 eV. The value obtained for the energy above the lowest of the compared OMol25 structures with the same formula, charge and spin is 250.38 kJ/mol. Its largest force on an atom is 2.3 eV/A. For the HOMO energy, the calculation gives -0.34874 Ha.

Here are the Mulliken charges for atoms 1 to 8, given in e: -0.64 -0.63 0.49 -0.35 -0.42 -0.48 0.25 0.24

***

[5]
Below is a single CH3NOS molecule in a non-equilibrium geometry, with properties calculated with ωB97M-V/def2-TZVPD.

Atoms and positions in Å:
O (1.423, -0.032, -0.285)
N (0.125, -0.311, 0.144)
C (-0.861, 0.372, -0.372)
S (-2.438, 0.096, -0.010)
H (1.955, -0.426, 0.665)
H (0.225, -0.839, 0.996)
H (-0.429, 1.140, -1.137)

The energy comes out at -15455.25009 eV. Its gap between HOMO and LUMO is 8.27 eV. The value obtained for the energy above the lowest of the compared OMol25 structures with the same formula, charge and spin is 343.38 kJ/mol. Its largest force on an atom is 5.7 eV/A. As for the SMILES: ONC=S. For the HOMO energy, the calculation gives -0.31282 Ha.

Atomic charges from the Mulliken analysis, expressed in e, are listed below: -0.39 -0.03 -0.11 -0.35 0.36 0.25 0.27

***

[6]
Below is a single C5H9N molecule, with properties calculated with ωB97M-V/def2-TZVPD.

Atoms and positions in Å:
C (-1.496, 1.023, 0.345)
C (-1.844, -0.325, -0.193)
C (-0.532, -0.133, 0.462)
N (0.518, -0.261, -0.510)
C (1.713, -1.000, -0.184)
C (1.746, 0.461, -0.364)
H (-1.297, 1.809, -0.368)
H (-2.075, 1.312, 1.222)
H (-2.584, -0.918, 0.309)
H (-1.784, -0.389, -1.282)
H (-0.311, -0.492, 1.479)
H (1.756, -1.432, 0.832)
H (2.212, -1.570, -0.963)
H (2.030, 0.898, -1.324)
H (1.949, 1.017, 0.540)

The energy comes out at -6818.48562 eV. Its gap between HOMO and LUMO is 10.19 eV. The value obtained for the energy above the lowest of the compared OMol25 structures with the same formula, charge and spin is 242.11 kJ/mol. Its largest force on an atom is 0.8 eV/A. As for the SMILES: C1CC1N1CC1. For the HOMO energy, the calculation gives -0.32600 Ha.

Here are the Mulliken charges for atoms 1 to 8, given in e: -0.56 -0.59 -0.02 -0.28 -0.47 -0.42 0.25 0.24